13
Properties=species:S:1:pos:R:3:forces:R:3 method="wB97M-V/def2-TZVPD" homo_lumo_gap_ev=8.8 largest_force_ev_per_a=1.6 total_energy_ha=-286.47196 multiplicity=1 e_above_lowest_kcal_mol=100.2 homo_energy_ev=-8.61
O 0.919 -0.030 1.325 -1.45 -0.53 0.11
C 1.063 0.206 0.009 -0.35 -0.38 -0.28
C 1.525 -0.679 -0.890 0.41 0.23 0.09
C -0.804 -0.554 0.926 0.55 0.34 0.36
C -1.085 0.754 0.240 -0.20 0.05 0.07
N 0.165 1.242 -0.355 0.06 0.01 -0.24
H 1.328 -0.533 -1.950 0.31 0.14 0.19
H 2.078 -1.562 -0.595 0.04 0.15 0.09
H -1.696 -0.888 1.495 1.02 0.60 1.03
H -0.260 -1.406 0.598 -0.52 -0.48 -1.28
H -1.894 0.727 -0.497 0.03 -0.24 0.07
H -1.423 1.406 1.055 0.05 0.08 -0.19
H 0.082 1.316 -1.360 0.06 0.02 -0.02